C14H19ClN5O5Os as an isolated structure in a non-equilibrium geometry. Source: the OMol25 dataset; level of theory: ωB97M-V with the def2-TZVPD basis set.

Geometry as XYZ:
```
45
Properties=species:S:1:pos:R:3:forces:R:3
Os 0.37267 -0.42868 -0.59074 0.1 -0.7 0.9
O -1.94413 -3.60841 -0.97752 0.0 0.1 0.0
C -1.05658 -2.88081 -0.68121 0.1 -0.2 0.1
N -1.02665 -1.48091 -1.09083 -0.2 0.0 -0.2
C -2.07962 -0.97404 -1.96013 -0.1 0.0 0.0
C -1.86006 0.49498 -2.18715 -0.1 0.0 0.0
C -2.71868 1.24422 -2.97201 0.0 0.0 0.0
C -2.44198 2.58611 -3.17809 0.0 0.0 0.0
C -1.31001 3.14154 -2.59394 0.1 0.0 0.1
C -0.49432 2.34085 -1.82244 0.0 0.2 -0.1
N -0.76352 1.04250 -1.60883 0.1 -0.4 -0.3
C 0.16132 -3.21630 0.11761 0.0 -0.2 0.0
C 0.40428 -4.50473 0.54012 0.0 0.1 0.0
C 1.58250 -4.75433 1.24231 0.0 0.0 0.0
C 2.45881 -3.71041 1.48275 0.0 0.1 0.0
C 2.14636 -2.43661 1.02057 0.1 0.0 0.0
N 1.01390 -2.19234 0.36166 -0.1 -0.1 -0.2
H -3.05045 -1.19411 -1.50200 0.0 0.0 0.0
H -2.06402 -1.52143 -2.90960 0.0 0.0 0.0
H -3.58303 0.77656 -3.42477 0.0 0.0 0.0
H -3.09370 3.18916 -3.79645 0.0 0.0 0.0
H -1.04772 4.17755 -2.75561 0.0 0.0 0.0
H 0.42387 2.71717 -1.39268 0.0 0.0 0.0
H -0.30778 -5.28660 0.31009 0.0 0.0 0.0
H 1.81266 -5.75557 1.58260 0.0 0.0 0.0
H 3.39084 -3.87065 2.00713 0.0 0.0 0.0
H 2.82536 -1.60183 1.14904 0.0 0.0 0.0
N 0.15337 3.39868 3.53396 0.0 0.0 0.0
C -0.23809 1.99095 3.15913 0.0 0.0 0.0
C 0.11367 1.67810 1.70023 0.0 0.0 0.0
N -0.19107 0.25323 1.36487 0.1 0.2 -0.1
H -0.09665 3.58774 4.51275 0.0 0.0 0.0
H -0.32483 4.10728 2.96714 0.0 0.0 0.0
H 1.16287 3.56228 3.45052 0.0 0.0 0.0
H -1.30791 1.90635 3.35122 0.0 0.0 0.0
H 0.29367 1.33434 3.84855 0.0 0.0 0.0
H 1.17635 1.83114 1.50916 0.0 0.0 0.0
H -0.45540 2.30105 1.01013 0.0 0.0 0.0
H -1.18825 0.07635 1.50304 0.0 0.0 -0.1
H 0.28118 -0.36595 2.02684 0.0 0.0 -0.1
O 2.03798 1.24071 -2.72730 -0.1 0.1 -0.3
Cl 2.64961 0.44260 -1.75597 0.1 1.3 1.3
O 4.02826 0.55396 -1.67604 0.4 -1.1 -0.6
O 2.02343 -0.95048 -1.79344 -0.3 -0.1 -0.5
O 2.13152 0.75879 -0.35465 -0.2 0.9 0.1
```
Positions in Å, forces in eV/Å.

The calculation puts the energy above the lowest of the compared OMol25 structures with the same formula, charge and spin at 0.4206 eV. Its total charge is +3. Its HOMO energy is -18.80 eV.

***

C14H19FN2O3 as an isolated structure in a non-equilibrium geometry. Source: the OMol25 dataset; level of theory: ωB97M-V with the def2-TZVPD basis set.

Geometry as XYZ:
```
39
Properties=species:S:1:pos:R:3:forces:R:3
C -3.28332 -1.74382 -1.40441 3.6 -4.0 -11.7
H -2.19288 -1.83347 -1.94181 -2.3 0.1 1.0
H -3.28238 -2.43239 -0.76464 -0.5 -5.8 5.3
H -4.01787 -1.95280 -2.29346 1.2 -0.3 1.5
C -3.52714 -0.54392 -1.01762 -3.3 14.3 8.5
C -4.97777 -0.37367 -0.14905 0.7 6.7 -11.5
H -5.19948 0.59126 0.33565 0.6 0.1 -0.8
H -5.72196 -0.52107 -1.03839 0.7 0.0 2.2
H -5.03009 -0.95274 0.54042 -0.7 -7.9 7.8
H -3.45458 0.34484 -1.66337 -0.5 -1.0 -0.7
C -2.49285 0.17880 0.16333 1.6 -10.4 -5.3
N -1.32089 0.45713 -0.62825 -0.3 -7.3 -2.5
C -0.49129 1.27853 -0.22058 0.8 13.1 6.2
O -0.93819 2.34711 0.72621 2.1 -5.9 -4.0
N 0.68313 1.60284 -0.86677 -2.1 3.1 3.1
H 1.01927 0.78286 -1.07525 3.3 -5.5 -2.5
C 1.68141 2.40848 -0.16458 -2.6 6.9 -0.6
H 2.30861 2.77349 -0.93417 1.4 -0.4 -0.8
H 1.18692 3.56563 0.01212 0.5 -3.3 -0.3
C 2.37681 2.07366 1.12674 6.1 -1.1 -7.4
C 3.07057 0.74719 0.57335 0.3 1.8 4.6
C 2.34518 -0.37549 0.93937 14.1 -0.2 -6.1
C 3.07795 -1.53452 0.46400 -4.9 -3.8 2.8
C 4.30928 -1.54112 0.08449 5.7 1.0 -5.5
C 5.04790 -0.22259 -0.46105 -1.3 -6.2 3.6
C 4.49515 0.79729 0.14739 -10.7 -10.3 0.7
H 4.93927 1.53298 0.05814 6.9 13.4 -0.9
H 6.09319 -0.22333 -0.63948 0.7 -0.3 -0.8
F 4.90536 -2.77341 -0.34782 -1.0 1.9 0.9
H 2.61939 -2.64014 0.56857 0.9 2.6 -0.2
H 1.46897 -0.39238 1.12725 -11.0 -0.2 3.1
H 1.64961 1.82665 1.67852 -4.8 -1.4 5.5
H 3.14756 2.82377 1.36252 -0.9 -0.2 0.3
H -0.76599 -0.47950 -1.07938 -2.5 3.1 1.3
C -2.23749 -1.21524 1.14037 8.5 7.9 -9.5
O -2.98984 -1.41155 1.90918 -7.2 -4.0 8.4
O -0.91138 -1.59106 0.94668 -1.4 -4.0 6.0
H -0.83279 -2.28293 2.04315 0.1 2.7 -4.8
H -2.75734 0.90462 0.74264 -1.9 4.5 3.0
```
Positions in Å, forces in eV/Å.

The calculation puts the energy above the lowest of the compared OMol25 structures with the same formula, charge and spin at 17.0292 eV. Its total charge is 0. Its HOMO energy is -8.70 eV.

***

C14H19FeNO3PS4 as an isolated structure. Source: the OMol25 dataset; level of theory: ωB97M-V with the def2-TZVPD basis set.

Geometry as XYZ:
```
43
Properties=species:S:1:pos:R:3:forces:R:3
Fe -0.52217 -0.06587 -0.57170 -0.1 0.0 -0.1
C 3.41572 -0.38984 1.71501 0.0 0.0 0.0
C 1.98509 -0.22391 1.27652 0.0 0.0 -0.1
S 1.71227 0.05183 -0.37432 0.0 0.0 0.0
C 0.92906 -0.30188 2.17218 -0.1 0.0 0.0
C 1.13106 -0.60459 3.63154 0.0 0.0 0.0
S -0.67104 -0.05242 1.65896 0.1 0.0 0.1
H 4.09011 -0.18698 0.88614 0.0 0.0 0.0
H 3.60125 -1.41100 2.05709 0.0 0.0 0.0
H 3.66396 0.28605 2.53497 0.0 0.0 0.0
H 2.18172 -0.69619 3.89712 0.0 0.0 0.0
H 0.63254 -1.54096 3.88965 0.0 0.0 0.0
H 0.68604 0.17607 4.25029 0.0 0.0 0.0
S -2.78330 0.10471 -1.24700 0.1 0.1 0.0
C -2.18348 1.71844 -1.30721 0.0 -0.2 0.0
N -0.89252 1.86746 -1.13721 -0.1 0.0 0.1
C -0.51199 3.19757 -1.11340 0.0 0.1 0.0
C 0.78006 3.68274 -0.93111 0.0 0.0 0.0
C 0.97844 5.05013 -0.94825 0.0 0.0 0.0
C -0.08603 5.93369 -1.14685 0.0 0.0 0.0
C -1.37375 5.46131 -1.32861 0.0 0.0 0.0
C -1.57621 4.08776 -1.30587 0.0 0.0 0.0
S -3.06721 3.19700 -1.48429 0.0 0.1 0.0
H 1.59510 2.98818 -0.77636 0.0 0.0 0.0
H 1.97593 5.44461 -0.80567 0.0 0.0 0.0
H 0.09600 6.99999 -1.15673 0.0 0.0 0.0
H -2.19952 6.14392 -1.47880 0.0 0.0 0.0
C 0.77819 -4.39264 0.30802 0.0 0.0 0.0
O 0.58451 -2.97297 0.34792 0.0 0.0 0.0
P -0.46572 -2.25725 -0.61143 0.0 0.0 0.0
O -0.08137 -2.92251 -2.02127 0.0 0.0 0.0
C -0.84710 -2.56822 -3.18043 0.0 0.0 0.0
O -1.84353 -3.05045 -0.35184 0.0 0.0 0.0
C -2.62694 -2.80322 0.82235 0.0 0.0 0.0
H 1.35829 -4.65042 1.19013 0.0 0.0 0.0
H 1.32548 -4.66857 -0.59147 0.0 0.0 0.0
H -0.17819 -4.91485 0.32888 0.0 0.0 0.0
H -0.35845 -3.03750 -4.02953 0.0 0.0 0.0
H -0.86750 -1.48609 -3.31967 0.0 0.0 0.0
H -1.86836 -2.93629 -3.08604 0.0 0.0 0.0
H -3.47049 -3.48716 0.77645 0.0 0.0 0.0
H -2.98339 -1.77378 0.83892 0.0 0.0 0.0
H -2.04252 -2.99589 1.72296 0.0 0.0 0.0
```
Positions in Å, forces in eV/Å.

Its multiplicity is 2. The calculation puts the energy above the lowest of the compared OMol25 structures with the same formula, charge and spin at 0.2613 eV. Its total charge is 0. Its HOMO energy (spin up / spin down) is -7.15 / -7.91 eV.

***

> Among the records above, which one has the lowest energy above the lowest of the compared OMol25 structures with the same formula, charge and spin?

C14H19FeNO3PS4

***

> Among the records above, which one has the highest energy above the lowest of the compared OMol25 structures with the same formula, charge and spin?

C14H19FN2O3

***

> What is the total charge in the second record?

0